[1]
DFT (ωB97M-V/def2-TZVPD) results for a 3-piece molecular cluster, C3H10O3 overall in a non-equilibrium geometry.

For the LUMO energy, the calculation gives 0.631 eV. As for the total energy: -345.91109 Ha. As for the SMILES: C=CCO.O.O. Its spin multiplicity is 1. The calculation puts the HOMO energy at -10.005 eV. The calculation puts the HOMO-LUMO gap at 10.64 eV. The energy above the lowest of the compared OMol25 structures with the same formula, charge and spin comes out at 271.4 kJ/mol.

Last column: Löwdin charge in e.
Cartesian coordinates (Å):
C 1.8582 0.2112 1.0759  -0.007
C 0.9670 -0.3908 0.3828  -0.240
C -0.0183 -1.4734 0.6915  -0.236
O -1.2897 -0.7571 1.0794  -0.145
H 2.2811 0.9487 0.4890  0.028
H 2.5078 -0.3838 1.8246  0.114
H 0.8718 -0.1661 -0.7006  0.113
H 0.2569 -2.0649 1.6844  0.152
H -0.3135 -2.0271 -0.2285  0.111
H -1.4083 -0.3957 0.1157  0.111
O 1.0694 6.0321 0.7278  -0.037
H 0.2030 6.1205 0.4127  -0.002
H 1.0592 5.4157 1.4666  0.038
O -1.9769 -3.9870 -3.1600  -0.027
H -2.3038 -3.1722 -3.5417  0.034
H -2.4183 -4.6606 -3.6014  -0.007

[2]
DFT (ωB97M-V/def2-TZVPD) results for C11H4BeClIN4OS4 as an isolated structure.

Its charge is -2. For the LUMO energy, the calculation gives 3.916 eV. As for the total energy: -3081.50333 Ha. Its spin multiplicity is 1. The calculation puts the HOMO energy at -0.994 eV. The calculation puts the HOMO-LUMO gap at 4.91 eV. The energy above the lowest of the compared OMol25 structures with the same formula, charge and spin comes out at 0.0 kJ/mol.

Last column: Löwdin charge in e.
Cartesian coordinates (Å):
Be 0.0713 0.2325 0.7533  -0.370
S -0.6022 -1.6312 -0.2114  0.003
S -0.4243 -3.0109 1.3266  -0.216
S -0.3687 -1.7777 3.0009  -0.206
S 1.1333 -0.4690 2.4791  0.023
Cl 1.0809 4.0574 -5.1478  0.606
C 1.0792 3.2059 -3.6123  -0.626
C 2.1324 3.3570 -2.7599  -0.207
C 2.1648 2.6940 -1.5240  -0.652
I 3.8017 2.9714 -0.2695  0.850
C 1.1404 1.8470 -1.0944  -0.394
O 1.1613 1.2408 0.0255  -0.150
C 0.0294 1.7022 -2.0233  -0.131
N -0.9571 0.8903 -1.6065  0.071
C -2.0078 0.7084 -2.3607  -0.137
C -2.1519 1.3357 -3.6134  -0.059
C -1.1589 2.1601 -4.0638  -0.049
C -0.0140 2.3731 -3.2672  -0.183
H 2.9572 3.9993 -3.0386  0.078
H -2.7660 0.0406 -1.9653  0.103
H -3.0425 1.1631 -4.2041  0.094
H -1.2371 2.6578 -5.0215  0.078
N -5.3068 2.7255 0.9778  0.032
C -4.2831 2.5500 1.4975  -0.465
N -3.1606 2.4292 2.1873  0.037
C -2.2011 1.7231 1.6611  -0.280
N -1.2861 1.1247 1.2776  0.152

[3]
DFT (ωB97M-V/def2-TZVPD) results for a 2-piece molecular cluster, C4H7N overall in a non-equilibrium geometry.

For the LUMO energy, the calculation gives 0.734 eV. As for the total energy: -211.10793 Ha. Its spin multiplicity is 1. The calculation puts the HOMO energy at -7.688 eV. The calculation puts the HOMO-LUMO gap at 8.42 eV. The energy above the lowest of the compared OMol25 structures with the same formula, charge and spin comes out at 663.6 kJ/mol.

Last column: Löwdin charge in e.
Cartesian coordinates (Å):
C 1.0192 -1.3466 -0.3975  -0.074
C -0.9806 1.5524 0.1791  0.003
C -1.1546 -0.9156 -1.3904  0.102
C 0.2154 1.3752 0.9872  -0.266
N -0.0860 -1.2956 -1.0267  -0.117
H 1.0940 -1.9686 0.4773  0.079
H 1.9193 -1.0116 -0.8833  0.080
H -1.8558 1.1292 0.7099  -0.028
H -1.8597 -1.3107 -2.0814  0.056
H 0.1002 1.2608 2.0731  0.069
H 0.6109 0.4097 0.5966  0.036
H 0.9778 2.1215 0.7559  0.060

[4]
DFT (ωB97M-V/def2-TZVPD) results for an isolated ion of composition C2H2NO2S and charge -1 in a non-equilibrium geometry.

Its charge is -1. For the LUMO energy (spin up / spin down), the calculation gives 3.845 / 3.844 eV. As for the total energy: -680.65176 Ha. Its spin multiplicity is 1. The calculation puts the HOMO energy (spin up / spin down) at -2.254 / -2.249 eV. The calculation puts the HOMO-LUMO gap (spin up / spin down) at 6.10 / 6.09 eV. The energy above the lowest of the compared OMol25 structures with the same formula, charge and spin comes out at 670.7 kJ/mol.

Last column: Löwdin charge in e.
Cartesian coordinates (Å):
C -0.1212 0.0266 0.7833  -0.109
C -0.6457 0.2982 -0.3634  -0.530
N -2.5593 0.5874 1.9646  -0.474
O -2.6988 0.9506 3.1908  -0.252
O -1.9300 0.8019 -0.5766  -0.526
S -2.5005 1.6656 0.7514  0.867
H 0.8587 -0.3691 0.9984  -0.054
H -0.3725 0.1088 -1.4386  0.078

[5]
DFT (ωB97M-V/def2-TZVPD) results for C4H2FMgNaO4 as an isolated structure in a non-equilibrium geometry.

Its charge is +2. For the LUMO energy, the calculation gives -10.812 eV. As for the total energy: -916.09401 Ha. Its spin multiplicity is 1. The calculation puts the HOMO energy at -15.770 eV. The calculation puts the HOMO-LUMO gap at 4.96 eV. The energy above the lowest of the compared OMol25 structures with the same formula, charge and spin comes out at 212.6 kJ/mol.

Last column: Löwdin charge in e.
Cartesian coordinates (Å):
O 0.6335 -0.4088 0.7963  -0.051
C 2.4584 1.3569 -0.0947  -0.332
O 2.9025 0.7942 -1.0312  0.152
O -1.2101 -1.5210 0.9753  -0.024
C -0.2227 -0.9763 1.5828  -0.362
C -1.0712 -1.3924 -0.4996  -0.069
O 1.5485 2.1277 0.0350  0.161
C -0.2268 -0.1663 -0.7256  -0.113
Mg 0.0838 -1.4298 3.6789  1.547
H -2.0963 -1.3046 -0.8705  0.150
H -0.6492 -2.3552 -0.8092  0.141
F -1.1316 0.9065 -0.5582  -0.026
Na 0.8721 -0.0749 -3.2536  0.827

[6]
DFT (ωB97M-V/def2-TZVPD) results for the molecule C17H27NO5.

For the LUMO energy, the calculation gives 0.722 eV. As for the total energy: -1094.96840 Ha. As for the SMILES: CCCC/C(NCCO)=C1/C(=O)CC(C)(C)[C@H](C(=O)OC)C1=O. Its spin multiplicity is 1. The calculation puts the HOMO energy at -8.716 eV. The calculation puts the HOMO-LUMO gap at 9.44 eV. The energy above the lowest of the compared OMol25 structures with the same formula, charge and spin comes out at 131.9 kJ/mol.

Last column: Löwdin charge in e.
Cartesian coordinates (Å):
C -4.4010 -2.5461 0.2156  -0.113
C -3.1233 -2.1461 0.9470  -0.255
C -1.8625 -2.4356 0.1333  -0.179
C -1.5803 -1.4188 -0.9879  -0.104
C -1.1894 -0.0826 -0.4413  -0.141
N -2.1040 0.8681 -0.3978  0.087
C -3.4126 0.9289 -0.9970  -0.147
C -4.0087 2.3158 -0.7170  -0.248
O -3.3138 3.3491 -1.3589  -0.045
C 0.1159 0.2143 0.0328  -0.021
C 0.4189 1.5477 0.5029  -0.306
O -0.4274 2.4517 0.5922  0.028
C 1.8303 1.9080 0.8816  -0.058
C 2.6891 0.7394 1.3434  -0.501
C 4.1431 1.1870 1.5087  -0.022
C 2.1713 0.1912 2.6757  -0.014
C 2.5985 -0.3592 0.2793  -0.100
C 3.1909 0.0398 -1.0570  -0.465
O 2.8400 0.9672 -1.7420  0.131
O 4.1585 -0.8088 -1.4109  -0.019
C 4.7607 -0.5871 -2.6782  -0.041
C 1.1576 -0.7926 -0.0241  -0.315
O 0.9868 -1.9624 -0.3230  0.068
H -4.4156 -3.6210 0.0497  0.074
H -5.2776 -2.2805 0.8027  0.071
H -4.4788 -2.0582 -0.7536  0.056
H -3.0708 -2.7144 1.8782  0.107
H -3.1560 -1.0888 1.2183  0.097
H -0.9972 -2.4613 0.7940  0.104
H -1.9516 -3.4228 -0.3223  0.120
H -2.4596 -1.3172 -1.6229  0.105
H -0.7574 -1.8138 -1.5833  0.120
H -1.7343 1.7470 0.0169  0.085
H -3.3429 0.7881 -2.0824  0.136
H -4.0785 0.1677 -0.5817  0.106
H -5.0274 2.3536 -1.1100  0.123
H -4.0455 2.4798 0.3693  0.127
H -2.4264 3.4278 -0.9853  0.081
H 1.7833 2.6907 1.6421  0.138
H 2.2691 2.3539 -0.0164  0.132
H 4.2174 1.9462 2.2841  0.090
H 4.5258 1.6078 0.5813  0.089
H 4.7720 0.3450 1.7898  0.093
H 2.2156 0.9632 3.4406  0.091
H 1.1402 -0.1426 2.5840  0.090
H 2.7765 -0.6513 3.0027  0.092
H 3.1368 -1.2545 0.6055  0.163
H 4.0097 -0.6428 -3.4685  0.099
H 5.2298 0.3987 -2.7082  0.097
H 5.5051 -1.3690 -2.8019  0.094

[7]
DFT (ωB97M-V/def2-TZVPD) results for C6H11EuN5P as an isolated structure in a non-equilibrium geometry.

Its charge is -1. For the LUMO energy (spin up / spin down), the calculation gives 3.259 / 2.926 eV. As for the total energy: -1560.38827 Ha. Its spin multiplicity is 8. The calculation puts the HOMO energy (spin up / spin down) at -1.097 / -2.752 eV. The calculation puts the HOMO-LUMO gap (spin up / spin down) at 4.36 / 5.68 eV. The energy above the lowest of the compared OMol25 structures with the same formula, charge and spin comes out at 69.8 kJ/mol. Its expectation value of S² is 15.8469.

Last column: Löwdin spin population.
Cartesian coordinates (Å):
C 0.7482 0.1689 -3.2529  0.004
C -0.4798 -0.5655 -3.2860  0.004
C -0.2424 -1.8642 -2.7578  0.005
C 1.1467 -1.9845 -2.4779  0.007
C 1.7810 -0.7398 -2.7827  0.016
Eu 1.0531 0.7278 -0.2188  5.826
P -0.3229 3.2284 -0.7524  0.050
H 0.9200 1.1774 -3.6439  0.001
H -1.4341 -0.1752 -3.6415  0.001
H -0.9838 -2.6446 -2.6080  0.000
H 2.8575 -0.5256 -2.7495  0.011
H 1.6547 -2.8813 -2.1249  0.000
H -1.2981 3.5530 0.2473  0.004
H -0.8804 3.9335 -1.8869  0.019
H 0.6954 4.1424 -0.2956  0.038
N -0.5939 -2.0481 4.5757  0.051
N -0.6976 -1.0290 3.6415  0.294
N -0.7931 0.2472 4.0940  0.118
C -0.4463 0.9319 2.9931  -0.006
N -0.0899 0.1372 1.9520  0.128
N -0.2048 -1.1594 2.4003  0.410
H -0.9581 -2.9120 4.1886  0.008
H -1.0072 -1.7378 5.4462  0.005
H -0.4243 2.0191 2.9403  0.005

[8]
DFT (ωB97M-V/def2-TZVPD) results for a 3-piece molecular cluster, C4H9NO2 overall in a non-equilibrium geometry.

For the LUMO energy, the calculation gives -4.769 eV. As for the total energy: -362.74142 Ha. Its spin multiplicity is 1. The calculation puts the HOMO energy at -9.323 eV. The calculation puts the HOMO-LUMO gap at 4.55 eV. The energy above the lowest of the compared OMol25 structures with the same formula, charge and spin comes out at 903.5 kJ/mol.

Last column: Löwdin charge in e.
Cartesian coordinates (Å):
C 2.0410 0.5335 -0.9066  -0.358
N 0.8964 0.7483 -1.6053  0.129
C 0.0940 -0.3960 -1.7640  -0.143
C -1.2706 0.8605 1.8435  -0.030
C 0.0055 0.4863 1.6497  -0.053
O -1.6811 -1.4282 0.2306  -0.178
O 2.4133 -0.4912 -0.3426  0.068
H 2.6987 1.4143 -0.8309  0.126
H 0.3307 -1.2113 -1.0735  0.071
H -0.9601 -0.1344 -1.4792  0.121
H 0.0500 -0.7379 -2.8104  0.135
H -1.5154 1.7346 2.4414  0.051
H -2.0294 0.2360 1.3830  0.020
H 0.8186 0.8784 2.2621  0.059
H 0.2508 -0.2142 0.8616  -0.002
H -2.1425 -2.2788 0.1405  -0.015

[9]
DFT (ωB97M-V/def2-TZVPD) results for C23H48NO2P3Tb as an isolated structure in a non-equilibrium geometry.

Its charge is +3. For the LUMO energy (spin up / spin down), the calculation gives -10.090 / -9.976 eV. As for the total energy: -2958.01881 Ha. Its spin multiplicity is 7. The calculation puts the HOMO energy (spin up / spin down) at -15.221 / -15.249 eV. The calculation puts the HOMO-LUMO gap (spin up / spin down) at 5.13 / 5.27 eV. The energy above the lowest of the compared OMol25 structures with the same formula, charge and spin comes out at 0.0 kJ/mol. Its expectation value of S² is 12.7055.

Last column: Löwdin spin population.
Cartesian coordinates (Å):
Tb 0.9823 -0.3664 -0.6894  6.144
P 3.3309 1.2822 -1.1014  -0.017
P -0.3348 1.6957 -2.4141  -0.009
P 2.2532 -1.6543 1.7709  -0.021
H -2.8178 -3.3782 -3.0033  0.000
C -2.5609 -3.6666 -1.9772  0.000
C -3.1920 -3.1310 -0.9164  0.000
H -3.9784 -2.3784 -1.0418  0.000
C 4.1268 1.0344 -2.7407  0.000
C 3.1209 3.1119 -1.1951  -0.002
C 4.8126 1.2261 -0.0269  -0.001
C -1.5049 0.3349 -2.2161  -0.008
C -1.1387 3.2863 -2.2539  -0.002
C 0.4042 1.6193 -4.0573  0.001
C 0.8150 -2.7497 2.1172  -0.001
C 2.6205 -1.1553 3.4947  -0.005
C 3.5343 -2.9458 1.5432  -0.002
H -1.7453 -4.3870 -1.8537  0.000
H -2.9743 -3.4477 0.1105  0.000
H 5.1668 1.3875 -2.6857  0.000
H 3.5952 1.5998 -3.5180  0.000
H 4.1240 -0.0324 -3.0038  0.000
H 4.1048 3.5957 -1.1109  0.000
H 2.4866 3.4580 -0.3686  0.000
H 2.6597 3.4071 -2.1464  0.000
H 5.6782 1.5947 -0.5956  0.000
H 5.0013 0.1941 0.2947  0.000
H 4.6624 1.8606 0.8563  0.000
H -2.0425 0.2681 -3.1743  0.000
H -2.2329 0.5680 -1.4275  0.000
H -1.0918 -0.6881 -2.0298  -0.004
H -1.7623 3.4817 -3.1345  0.000
H -0.3894 4.0837 -2.1530  0.000
H -1.7626 3.2970 -1.3520  0.000
H -0.2861 2.0639 -4.7891  0.000
H 0.5841 0.5809 -4.3627  0.000
H 1.3602 2.1572 -4.1098  0.000
H 1.1346 -3.5821 2.7572  0.000
H 0.4155 -3.1476 1.1767  0.000
H 0.0258 -2.1785 2.6193  0.000
H 2.9467 -2.0129 4.1006  -0.001
H 1.7300 -0.7093 3.9536  0.000
H 3.4157 -0.4006 3.4848  0.000
H 3.4075 -3.7523 2.2790  -0.001
H 4.5308 -2.4999 1.6564  0.000
H 3.4610 -3.3666 0.5342  0.000
C 1.6893 -3.2067 -1.9136  -0.002
C 2.2314 -2.5960 -3.0791  -0.004
C 3.3154 -3.2046 -3.7059  -0.001
C 3.6847 -4.5071 -3.3520  -0.002
C 2.9841 -5.1927 -2.3534  0.000
C 1.9675 -4.5634 -1.6421  -0.002
O 1.0245 -2.4824 -1.0042  -0.030
H 0.5978 1.7497 -1.2786  -0.007
H 1.8258 -1.6382 -3.4280  -0.001
H 3.8427 -2.6597 -4.4924  0.000
H 4.5068 -4.9890 -3.8792  0.000
H 3.2529 -6.2254 -2.1398  0.000
H 1.4174 -5.0532 -0.8394  0.000
O -0.4533 0.0919 0.7881  -0.022
C -1.2173 0.7910 1.5621  0.000
C -2.6817 0.8257 1.3468  0.000
C -3.4429 0.2548 2.5422  0.000
C -3.6113 1.2536 3.6889  0.000
C -2.3103 1.6598 4.3736  0.000
C -1.3411 2.3984 3.4572  0.000
N -0.6452 1.4851 2.5364  0.001
H -2.9813 1.8685 1.1464  0.000
H -2.9016 0.2358 0.4498  0.000
H -4.4378 -0.0700 2.2129  0.000
H -2.9287 -0.6461 2.9038  0.000
H -4.1160 2.1562 3.3146  0.000
H -4.2695 0.8034 4.4438  0.000
H -2.5498 2.3259 5.2149  0.000
H -1.8149 0.7788 4.8035  0.000
H -1.8754 3.1722 2.8870  0.000
H -0.5791 2.8982 4.0607  0.000
H 0.3751 1.4931 2.5235  0.000